(1)
{
  "formula": "C5H13N2S",
  "method": "ωB97M-V with the def2-TZVPD basis set",
  "symbols": ["C", "C", "C", "C", "C", "N", "N", "S", "H", "H", "H", "H", "H", "H", "H", "H", "H", "H", "H", "H", "H"],
  "coordinates": [[-2.047, -1.326, -0.076], [-3.022, -0.146, 0.368], [-0.077, -0.156, -0.460], [2.378, -0.171, -0.308], [1.166, 1.841, 0.419], [-0.703, -1.204, 0.182], [1.145, 0.302, 0.279], [-2.211, 1.328, -0.275], [-2.492, -2.259, 0.224], [-2.139, -1.165, -1.153], [-3.915, -0.453, -0.075], [-3.085, -0.255, 1.397], [-0.176, -0.277, -1.573], [2.287, -1.213, -0.360], [2.583, 0.437, -1.240], [3.270, 0.105, 0.328], [1.568, 1.995, 1.471], [1.821, 2.261, -0.336], [0.165, 2.210, 0.308], [-0.440, -1.280, 1.142], [1.094, -0.020, 1.191]],
  "mulliken_charge": [-0.9007, -0.5376, -0.3996, -0.9790, -0.5914, -0.1048, 0.1323, -0.1247, 0.4397, 0.3860, 0.3960, 0.3902, 0.2679, 0.3868, 0.3754, 0.3763, 0.3472, 0.3153, 0.2202, 0.1977, 0.4066],
  "orbital_gap_ev": 7.87,
  "spin_multiplicity": 1,
  "homo_ev": -12.140,
  "charge": 1
}


(2)
{
  "formula": "C5H13N3",
  "method": "ωB97M-V with the def2-TZVPD basis set",
  "symbols": ["C", "C", "C", "C", "H", "H", "H", "H", "H", "H", "H", "H", "H", "H", "C", "N", "N", "N", "H", "H", "H"],
  "coordinates": [[-0.838, 0.121, -0.598], [-0.824, -1.283, -0.066], [0.582, 0.511, -1.379], [-1.966, 0.352, -1.590], [-0.929, 0.835, 0.222], [-1.965, 1.377, -1.944], [-0.856, -2.020, -0.868], [-1.648, -1.448, 0.628], [0.110, -1.446, 0.532], [0.421, 1.524, -1.745], [0.657, -0.166, -2.229], [1.567, 0.479, -0.916], [-1.862, -0.308, -2.446], [-2.927, 0.154, -1.121], [1.899, 0.380, 1.493], [0.822, 1.159, 1.910], [0.141, 0.947, 2.891], [1.833, -0.892, 1.528], [0.423, 0.111, 3.450], [2.654, -1.373, 1.172], [2.707, 0.986, 1.075]],
  "mulliken_charge": [0.7839, -1.1820, -1.2212, -1.5844, 0.2253, 0.4005, 0.3456, 0.3210, 0.2990, 0.3054, 0.3617, 0.3119, 0.3543, 0.3992, -0.0946, -0.0370, -0.3673, -0.5775, 0.2648, 0.1910, 0.5007],
  "orbital_gap_ev": 9.30,
  "spin_multiplicity": 1,
  "homo_ev": -9.506,
  "charge": 0
}


(3)
{
  "formula": "C5H13N3",
  "method": "ωB97M-V with the def2-TZVPD basis set",
  "symbols": ["C", "C", "C", "C", "C", "N", "N", "N", "H", "H", "H", "H", "H", "H", "H", "H", "H", "H", "H", "H", "H"],
  "coordinates": [[0.016, 1.594, 0.126], [-1.275, 1.949, -0.537], [0.663, -0.170, -1.490], [0.775, 0.512, -0.121], [-0.588, -1.110, 1.399], [1.961, 0.258, 0.586], [0.339, -2.083, 1.446], [-1.630, -1.406, 0.607], [0.290, 2.220, 0.966], [2.744, -0.041, 0.018], [2.209, 1.013, 1.213], [1.188, -1.896, 1.943], [0.377, -2.838, 0.759], [-2.504, -0.937, 0.768], [-1.612, -2.153, -0.094], [-2.125, 1.569, 0.033], [-1.371, 3.030, -0.598], [-1.342, 1.550, -1.548], [0.810, 0.529, -2.322], [1.401, -0.968, -1.554], [-0.325, -0.625, -1.599]],
  "mulliken_charge": [-0.2800, -1.2024, -1.5795, 1.0511, -0.4543, -0.5484, -0.2908, -0.2197, 0.2226, 0.1904, 0.1884, 0.2857, 0.1753, 0.2525, 0.1827, 0.1912, 0.3979, 0.3109, 0.3109, 0.4984, 0.3172],
  "orbital_gap_ev": 8.15,
  "spin_multiplicity": 1,
  "homo_ev": -7.137,
  "charge": 0
}


(4)
{
  "formula": "C5H13N3",
  "method": "ωB97M-V with the def2-TZVPD basis set",
  "symbols": ["C", "C", "C", "C", "N", "C", "N", "N", "H", "H", "H", "H", "H", "H", "H", "H", "H", "H", "H", "H", "H"],
  "coordinates": [[0.586, 2.332, 1.330], [-0.209, 1.121, 0.888], [0.394, 0.410, -0.368], [-0.765, -0.051, -1.256], [0.032, -2.756, -0.861], [0.009, -2.083, -2.064], [-0.375, -0.917, -2.352], [-0.374, 0.078, 1.885], [1.632, 2.137, 1.585], [0.144, 2.915, 2.149], [0.492, 3.057, 0.506], [-1.209, 1.465, 0.598], [0.968, -0.439, 0.002], [0.942, 1.117, -1.002], [-1.566, -0.548, -0.675], [-1.275, 0.858, -1.596], [-0.394, -2.382, -0.030], [0.789, -3.384, -0.706], [0.271, -2.750, -2.890], [-0.431, 0.449, 2.833], [0.342, -0.629, 2.023]],
  "mulliken_charge": [-1.4867, 0.5351, -0.4574, -0.9253, -0.4373, 0.0673, -0.6079, -0.6041, 0.3318, 0.3930, 0.3708, 0.1317, 0.3452, 0.2497, 0.4181, 0.4116, 0.2610, 0.2042, 0.3514, 0.2360, 0.2116],
  "orbital_gap_ev": 10.05,
  "spin_multiplicity": 1,
  "homo_ev": -9.098,
  "charge": 0
}


(5)
{
  "formula": "C5H13N3",
  "method": "ωB97M-V with the def2-TZVPD basis set",
  "symbols": ["C", "C", "C", "N", "H", "H", "H", "H", "H", "H", "H", "N", "N", "C", "C", "H", "H", "H", "H", "H", "H"],
  "coordinates": [[-1.202, 0.341, 0.685], [-2.250, 1.443, 0.803], [-1.736, -0.945, 0.028], [-1.595, -1.443, -1.122], [-0.856, -0.961, -1.644], [-2.622, -1.289, 0.567], [-0.312, 0.729, 0.185], [-0.906, 0.019, 1.689], [-2.481, 1.860, -0.176], [-1.884, 2.256, 1.429], [-3.172, 1.061, 1.238], [2.358, -0.347, 1.131], [1.421, 0.670, -1.470], [1.966, -1.150, 0.037], [1.732, -0.671, -1.201], [2.362, -0.859, 2.001], [1.971, 0.587, 1.074], [1.959, 1.318, -0.908], [1.442, 0.920, -2.448], [2.254, -2.188, 0.118], [1.549, -1.352, -2.018]],
  "mulliken_charge": [0.2340, -1.2606, -0.1645, -0.6555, 0.3289, 0.3381, -0.0566, 0.2506, 0.3272, 0.3424, 0.3357, -0.5223, -0.4063, -0.0110, -0.6871, 0.2276, 0.2031, 0.1841, 0.2064, 0.3757, 0.4103],
  "orbital_gap_ev": 8.32,
  "spin_multiplicity": 1,
  "homo_ev": -7.437,
  "charge": 0
}


(6)
{
  "formula": "C5H13N3",
  "method": "ωB97M-V with the def2-TZVPD basis set",
  "symbols": ["C", "C", "C", "N", "N", "H", "H", "H", "H", "H", "H", "H", "H", "H", "H", "C", "C", "N", "H", "H", "H"],
  "coordinates": [[-0.958, -1.433, -1.087], [0.038, 1.855, 0.031], [-0.865, 0.294, 1.707], [0.161, 0.579, 0.723], [-1.361, -0.306, -1.872], [-0.665, -0.160, -2.598], [-2.282, -0.436, -2.278], [-1.643, -1.626, -0.258], [-1.000, -2.332, -1.709], [0.414, 2.661, 0.669], [-0.708, -0.686, 2.168], [-1.006, 2.070, -0.219], [0.622, 1.865, -0.897], [-0.835, 1.046, 2.504], [-1.859, 0.305, 1.251], [2.367, -0.460, 0.519], [0.898, -0.450, 0.129], [0.494, -1.366, -0.652], [2.977, -0.845, -0.302], [2.720, 0.540, 0.785], [2.492, -1.115, 1.388]],
  "mulliken_charge": [-0.4955, -1.0309, -1.0407, 0.2321, -0.4797, 0.2124, 0.2079, 0.3318, 0.3426, 0.3331, 0.3245, 0.3232, 0.3334, 0.3245, 0.3417, -1.1427, 0.5387, -0.6042, 0.3782, 0.3297, 0.2397],
  "orbital_gap_ev": 9.10,
  "spin_multiplicity": 1,
  "homo_ev": -8.090,
  "charge": 0
}


(7)
{
  "formula": "C5H13N5",
  "method": "ωB97M-V with the def2-TZVPD basis set",
  "symbols": ["C", "C", "C", "C", "C", "N", "N", "N", "N", "N", "H", "H", "H", "H", "H", "H", "H", "H", "H", "H", "H", "H", "H"],
  "coordinates": [[-0.817, -1.976, 1.491], [0.225, -0.413, -0.599], [-0.886, -2.497, -0.912], [-0.505, -0.491, 1.345], [1.350, 1.700, -0.139], [-1.069, -2.599, 0.480], [-0.374, -1.213, -1.389], [0.912, 0.621, -0.990], [-1.616, 0.481, 1.523], [1.142, 0.734, -2.393], [-0.997, -2.453, 2.368], [-0.155, -3.429, -1.089], [-1.753, -2.730, -1.532], [0.363, -0.144, 1.840], [1.622, 2.530, -0.804], [0.427, 2.055, 0.455], [2.200, 1.483, 0.491], [-1.753, 0.701, 2.535], [-2.518, 0.207, 1.180], [-1.263, 1.410, 0.915], [0.637, 1.509, -2.723], [2.032, 0.402, -2.616], [-0.121, -1.077, -2.376]],
  "mulliken_charge": [-0.2744, 0.4808, -0.4376, -0.6868, -0.6061, -0.2753, -0.1549, 0.1709, -0.1956, -0.6038, 0.5757, 0.3086, 0.3459, 0.5323, 0.3290, 0.1318, 0.3015, 0.4005, 0.3968, 0.4010, 0.2522, 0.2447, 0.3629],
  "orbital_gap_ev": 9.25,
  "spin_multiplicity": 1,
  "homo_ev": -17.537,
  "charge": 2
}


(8)
{
  "formula": "C5H13NO",
  "method": "ωB97M-V with the def2-TZVPD basis set",
  "symbols": ["N", "C", "C", "C", "C", "C", "H", "H", "H", "H", "H", "H", "H", "H", "H", "H", "H", "H", "H", "O"],
  "coordinates": [[-0.276, -0.171, 0.119], [-1.253, -1.018, 0.834], [-0.603, -2.306, 1.317], [0.667, -2.362, 0.424], [0.955, -0.976, -0.174], [2.121, -0.244, 0.462], [-0.277, 0.682, 0.681], [-1.930, -1.321, 0.018], [-1.858, -0.650, 1.666], [-0.315, -2.255, 2.368], [-1.265, -3.170, 1.222], [1.355, -2.925, 1.064], [0.638, -3.057, -0.427], [1.067, -1.052, -1.254], [3.098, -0.674, 0.202], [2.200, 0.796, 0.138], [2.019, -0.352, 1.544], [-0.940, 5.593, -1.774], [-2.119, 5.029, -2.580], [-1.400, 5.702, -2.616]],
  "mulliken_charge": [-0.4550, -1.3484, -0.6299, -0.8757, 0.1791, -2.2099, 0.5026, 0.3002, 0.5596, 0.3670, 0.3676, 0.3849, 0.3692, 0.4706, 0.5163, 0.6518, 0.3626, 0.7115, 0.6835, -1.9076],
  "orbital_gap_ev": [2.24, 8.88],
  "spin_multiplicity": 2,
  "homo_ev": [1.289, -5.409],
  "charge": -1
}


(9)
{
  "formula": "C5H13NO",
  "method": "ωB97M-V with the def2-TZVPD basis set",
  "symbols": ["C", "C", "C", "C", "N", "C", "O", "H", "H", "H", "H", "H", "H", "H", "H", "H", "H", "H", "H", "H"],
  "coordinates": [[0.260, 0.052, -0.692], [1.293, -0.936, -0.139], [2.396, -1.229, -1.237], [1.837, -0.200, 1.172], [-0.962, 0.057, 0.259], [-1.708, 1.288, 0.176], [-3.235, 0.968, 0.384], [-0.177, -0.092, -1.769], [0.694, 1.015, -0.595], [0.802, -1.862, 0.178], [3.290, -1.705, -0.628], [2.033, -1.986, -1.899], [2.769, -0.360, -1.847], [2.402, 0.659, 0.894], [1.042, -0.024, 1.883], [2.520, -0.911, 1.671], [-1.138, -0.664, 0.909], [-1.299, 2.099, 0.935], [-1.638, 1.806, -0.825], [-3.152, 0.037, 0.528]],
  "mulliken_charge": [-1.8502, 1.5559, -2.8686, -3.1910, 0.2324, -0.6764, -0.3534, 0.1395, 0.6789, 0.3057, 0.4732, 0.4988, 1.0290, 0.7512, 0.4110, 0.9453, 0.2007, 0.1728, 0.2775, 0.2676],
  "orbital_gap_ev": [2.38, 9.18],
  "spin_multiplicity": 2,
  "homo_ev": [1.398, -5.378],
  "charge": -1
}


(10)
{
  "formula": "C5H13NO",
  "method": "ωB97M-V with the def2-TZVPD basis set",
  "symbols": ["C", "C", "C", "C", "C", "N", "H", "H", "H", "H", "H", "H", "H", "H", "H", "H", "H", "H", "H", "O"],
  "coordinates": [[1.445, 0.104, 1.482], [0.745, 0.309, 0.137], [-0.698, 0.829, 0.242], [-1.178, 1.753, -0.645], [-2.545, 2.041, -1.250], [2.907, 0.041, 1.255], [1.187, 0.907, 2.173], [1.065, -0.769, 2.023], [1.230, 1.021, -0.577], [0.872, -0.705, -0.330], [-1.346, 0.218, 0.909], [-0.446, 1.975, -1.439], [-2.385, 2.494, -2.277], [-3.198, 1.141, -1.278], [-3.040, 2.737, -0.570], [3.326, -0.565, 1.975], [3.116, -0.342, 0.334], [-0.369, -5.146, -0.521], [-0.438, -3.649, -0.531], [-0.253, -4.396, -1.113]],
  "mulliken_charge": [-0.6423, -0.2406, -0.6156, -0.3012, -1.5700, -0.5847, 0.4370, 0.1116, 0.2804, 0.1108, 0.2869, -0.0186, 0.4457, 0.6465, 0.1729, 0.2744, 0.2509, 0.3462, 0.3105, -0.7007],
  "orbital_gap_ev": [2.02, 7.07],
  "spin_multiplicity": 2,
  "homo_ev": [1.312, -3.865],
  "charge": -1
}


(11)
{
  "formula": "C5H13NO",
  "method": "ωB97M-V with the def2-TZVPD basis set",
  "symbols": ["C", "N", "C", "C", "C", "O", "C", "H", "H", "H", "H", "H", "H", "H", "H", "H", "H", "H", "H", "H"],
  "coordinates": [[1.891, 0.317, -1.869], [1.152, -0.232, -0.743], [-0.271, 0.076, -0.738], [-0.869, -0.249, 0.645], [-0.033, 0.300, 1.773], [-0.859, 0.363, 2.945], [-1.098, -0.586, -1.825], [2.728, -0.337, -2.097], [2.375, 1.264, -1.586], [1.326, 0.537, -2.782], [1.264, -1.240, -0.797], [-0.380, 1.159, -0.812], [-0.894, -1.342, 0.739], [-1.886, 0.125, 0.697], [0.335, 1.292, 1.491], [0.823, -0.342, 1.982], [-0.468, 0.985, 3.567], [-0.647, -0.448, -2.807], [-1.317, -1.620, -1.558], [-2.051, -0.064, -1.880]],
  "mulliken_charge": [-0.8920, -0.2473, 0.3219, -0.9457, -0.4070, -0.5126, -1.3442, 0.3265, 0.2727, 0.2745, 0.2757, 0.2932, 0.2859, 0.3667, 0.3328, 0.2271, 0.3008, 0.3505, 0.3406, 0.3799],
  "orbital_gap_ev": 9.92,
  "spin_multiplicity": 1,
  "homo_ev": -8.899,
  "charge": 0
}


(12)
{
  "formula": "C5H13NO",
  "method": "ωB97M-V with the def2-TZVPD basis set",
  "symbols": ["C", "N", "C", "O", "C", "C", "C", "H", "H", "H", "H", "H", "H", "H", "H", "H", "H", "H", "H", "H"],
  "coordinates": [[-0.359, 0.392, 0.198], [0.948, 0.552, -0.327], [1.562, 1.859, 0.185], [2.951, 1.720, -0.080], [-1.202, -0.468, -0.839], [-1.531, -1.819, -0.249], [-2.350, -2.110, 0.996], [-1.053, 1.318, 0.334], [-0.224, -0.018, 1.169], [1.642, -0.253, -0.132], [1.127, 2.714, -0.298], [1.567, 1.980, 1.271], [3.073, 1.410, -1.000], [-2.192, 0.062, -1.067], [-0.639, -0.475, -1.828], [-0.577, -2.484, -0.072], [-2.078, -2.266, -1.151], [-1.975, -3.055, 1.473], [-3.386, -2.447, 0.847], [-2.250, -1.237, 1.640]],
  "mulliken_charge": [-0.6471, -0.4091, -0.2411, -0.5712, -0.6597, -0.3472, -0.9263, 0.2824, 0.4902, 0.2739, 0.2922, 0.2609, 0.3182, 0.2588, 0.3116, 0.2036, 0.2754, 0.2467, 0.2939, 0.2941],
  "orbital_gap_ev": 10.00,
  "spin_multiplicity": 1,
  "homo_ev": -8.920,
  "charge": 0
}


no.,calculated total energy (Ha),strongest force on any atom (eV/A)
1,-705.64595,4.266
2,-362.47537,2.692
3,-362.49765,3.047
4,-362.55141,1.860
5,-362.52277,2.231
6,-362.52673,1.764
7,-471.29894,4.872
8,-328.21628,2.331
9,-328.17663,3.908
10,-328.18464,2.222
11,-328.27677,1.155
12,-328.22377,4.613